Entry 1:
Below is a cluster of 2 separate species, C3H10NO2 in total, with properties calculated with ωB97M-V/def2-TZVPD.

Geometry (Å):
O -2.133 0.653 1.022
O 0.068 -1.706 -2.410
N -0.006 -0.455 -0.069
C -1.063 1.465 1.010
C 1.150 -1.062 0.551
C -0.004 1.019 -0.057
H 0.005 -1.249 -1.482
H 2.038 -0.679 0.038
H -0.242 1.378 -1.053
H 0.979 1.405 0.221
H -1.299 2.533 0.792
H -0.470 -1.110 -2.942
H -0.501 1.477 1.968
H 1.146 -2.150 0.379
H -0.915 -0.630 0.404
H 1.248 -0.888 1.627

Atoms 1-6, force components in eV/Å:
-0.060 -0.177 -0.010
-0.107 0.293 0.344
-0.146 0.276 -0.125
-0.044 0.003 -0.440
0.087 -0.365 -0.171
-0.086 -0.306 0.438

Computed properties:
Energy relative to the best compared isomer or geometry (same formula, charge and spin) ... 78.3 kJ/mol
E_LUMO ... 0.1528 hartree
HOMO level ... -0.105 hartree
Total charge ... -1
Gap between HOMO and LUMO ... 7.00 eV

Results of the Löwdin charge analysis, in e, for atoms 1 through 5: -0.354 -0.170 -0.184 -0.525 -0.150

Entry 2:
Below is a cluster of 3 separate species, C3H10NO2 in total, with properties calculated with ωB97M-V/def2-TZVPD.

Geometry (Å):
O -0.070 -2.142 0.388
O 2.721 -0.021 -0.019
N -0.150 0.594 0.321
C -0.747 1.398 1.222
C -1.935 0.517 -1.237
C -0.661 0.258 -0.938
H 3.065 -0.151 -0.909
H 0.603 -0.020 0.583
H 0.114 -0.071 -1.605
H 3.285 0.687 0.334
H -0.487 1.622 2.241
H -0.794 -2.782 0.347
H -1.413 2.154 0.848
H 0.384 -2.559 1.136
H -2.447 0.101 -2.102
H -2.666 0.831 -0.500

Atoms 1-6, force components in eV/Å:
-0.055 -1.357 0.742
0.591 0.302 0.051
0.718 -0.365 -0.484
-1.153 1.050 0.172
-1.079 -0.931 -0.512
-0.332 1.294 1.319

Computed properties:
Multiplicity ... 2
Energy relative to the best compared isomer or geometry (same formula, charge and spin) ... 33.2 kJ/mol
E_LUMO (spin up / spin down) ... 0.0209 / 0.0207 hartree
HOMO level (spin up / spin down) ... -0.205 / -0.308 hartree
Gap between HOMO and LUMO (spin up / spin down) ... 6.16 / 8.94 eV

Results of the Löwdin charge analysis, in e, for atoms 1 through 5: -0.050 -0.051 -0.112 -0.053 -0.023

Entry 3:
Below is a cluster of 2 separate species, C3H10NO2 in total, with properties calculated with ωB97M-V/def2-TZVPD.

Geometry (Å):
O 0.899 0.553 -2.110
O -0.775 -2.083 -0.670
N -1.060 0.542 -0.292
C -0.050 -1.634 0.258
C -0.426 -0.305 0.829
C 0.626 0.538 1.550
H -1.273 -0.499 1.533
H 0.533 0.829 -2.992
H 0.440 1.610 1.534
H -1.053 1.505 0.022
H 1.487 -0.125 -2.465
H 0.872 -2.129 0.595
H 0.681 0.221 2.602
H -2.029 0.255 -0.430
H -0.506 0.425 -1.176
H 1.634 0.299 1.212

Atoms 1-6, force components in eV/Å:
-0.178 0.438 -2.398
-0.882 -0.487 -0.681
-0.266 -0.178 -0.071
1.113 1.058 0.145
-0.078 -0.666 0.893
0.446 -1.184 0.736

Computed properties:
Multiplicity ... 2
Energy relative to the best compared isomer or geometry (same formula, charge and spin) ... 63.5 kJ/mol
E_LUMO (spin up / spin down) ... 0.0139 / 0.0061 hartree
HOMO level (spin up / spin down) ... -0.147 / -0.285 hartree
Gap between HOMO and LUMO (spin up / spin down) ... 4.37 / 7.91 eV

Results of the Löwdin charge analysis, in e, for atoms 1 through 5: -0.058 -0.166 0.158 -0.412 -0.386